No. 1
ORCA calculation (the ωB97M-V functional and the def2-TZVPD basis) on a 2-piece molecular cluster, C2H3FNO3 overall.

Each line ends with the natural charge from an NBO analysis.
Element x y z (Å)
C: 0.85804 1.34474 -1.29079  0.67
C: 0.36223 1.56583 0.15057  0.31
N: -0.40859 -1.19765 0.01596  -0.48
O: 0.72074 2.34846 -1.99811  -0.73
O: 1.32606 0.23040 -1.56329  -0.76
O: -1.07318 -0.07236 0.30491  -0.47
F: 1.15099 1.22349 1.18362  -0.35
H: -0.28294 2.40094 0.38797  0.14
H: 0.26260 -1.40981 0.76350  0.30
H: 0.10461 -1.07019 -0.87034  0.38

Computed properties:
Frontier orbital gap (alpha / beta) in hartree: 0.287 / 0.311
LUMO (alpha / beta) in hartree: 0.159 / 0.158
Net charge: -1

No. 2
ORCA calculation (the ωB97M-V functional and the def2-TZVPD basis) on C2H3FNOP as an isolated structure.

Each line ends with the natural charge from an NBO analysis.
Element x y z (Å)
C: -1.15036 0.12554 0.15196  0.16
C: 0.24603 -0.23184 0.56488  -0.15
N: -2.05726 -0.06708 1.00657  -0.74
O: 0.11767 -0.73405 1.87514  -0.78
F: -2.00650 -2.52681 2.28685  -0.64
P: -1.39248 -0.65869 2.46957  1.53
H: -1.35073 0.54628 -0.82337  0.20
H: 0.68125 -0.97834 -0.10382  0.22
H: 0.89599 0.65039 0.59066  0.22

Computed properties:
Frontier orbital gap in hartree: 0.381
LUMO in hartree: -0.005

No. 3
ORCA calculation (the ωB97M-V functional and the def2-TZVPD basis) on C2H3FO in the gas phase.

Each line ends with the natural charge from an NBO analysis.
Element x y z (Å)
O: 0.34325 -1.77641 -0.57797  -0.47
C: 0.40083 -0.60903 -0.53200  0.42
C: -0.29421 0.30772 0.44038  -0.05
F: -0.82580 1.38401 -0.22176  -0.35
H: 1.00688 0.06165 -1.16730  0.10
H: 0.48800 0.64210 1.02039  0.17
H: -1.11893 -0.01004 1.03827  0.19

Computed properties:
Frontier orbital gap in hartree: 0.415
LUMO in hartree: 0.034
SMILES: O=CCF

Quick rundown of energy above the lowest of the compared OMol25 structures with the same formula, charge and spin, same order as above: 1.366; 0.524; 1.521 eV
Quick rundown of largest force on an atom, same order as above: 2.03; 3.88; 2.73 eV/Å